Model P:
ORCA calculation (ωB97M-V/def2-TZVPD) on the ion C5H13N2 with charge +2.

XYZ file:
```
20
Properties=species:S:1:pos:R:3
C 0.23696 2.21614 1.81586
C 0.32646 1.06820 0.78917
C -0.91323 0.18546 0.70909
C -0.91524 -0.85827 -0.46763
C 0.40517 -1.75831 -0.45818
N 1.49581 -0.89460 -0.65384
N -0.77370 -0.07572 -1.69848
H -0.63681 2.87810 1.59800
H 0.11870 1.87682 2.82201
H 1.10608 2.90292 1.72779
H 1.24445 0.42521 0.90785
H 0.61386 1.46303 -0.19961
H -1.04383 -0.27263 1.70038
H -1.77641 0.88252 0.44379
H 0.53118 -2.31124 0.57722
H 2.32260 -1.42789 -1.01398
H 0.26899 -2.51819 -1.22636
H -1.30353 -0.48293 -2.48292
H 0.27570 -0.08018 -1.82465
H -1.80403 -1.49727 -0.54931
```

gap between HOMO and LUMO (alpha / beta)	5.8208 / 5.4372	eV
spin multiplicity	2
charge	+2
HOMO (alpha / beta)	-19.932 / -19.796	eV
⟨S²⟩	0.77

Atomic charges from the Mulliken analysis, expressed in e, are listed below: C -1.28; C -0.15; C -0.65; C -0.08; C -0.60; N -0.24; N -0.16; H 0.36; H 0.40; H 0.38; H 0.26; H 0.41; H 0.42; H 0.38; H 0.42; H 0.34; H 0.51; H 0.38; H 0.34; H 0.57


Model Q:
ORCA calculation (ωB97M-V/def2-TZVPD) on a structure of composition C5H13N2.

XYZ file:
```
20
Properties=species:S:1:pos:R:3
C -0.31658 -1.56111 0.74459
C 0.87238 -0.54508 0.71675
C 0.14338 0.70154 0.66216
C -0.35634 1.24138 1.81370
C 0.75534 1.43981 -1.72225
N -0.24179 0.90806 -0.69623
N -0.78926 -1.56575 -0.63299
H 0.17723 -2.52324 1.08403
H -1.01935 -1.25323 1.53113
H 1.54948 -0.86012 -0.05401
H 1.42415 -0.63136 1.68542
H -1.46403 1.30497 1.70761
H 0.07312 1.32630 2.79662
H 0.33229 1.43156 -2.74392
H 1.01460 2.36518 -1.31825
H 1.61894 0.80343 -1.79173
H -1.02061 1.64691 -0.77008
H -1.88216 -1.56283 -0.80672
H -0.37605 -2.34728 -1.20132
H -0.49473 -0.31913 -1.00452
```

gap between HOMO and LUMO (alpha / beta)	9.9542 / 8.3260	eV
spin multiplicity	2
charge	+2
HOMO (alpha / beta)	-19.491 / -20.462	eV
⟨S²⟩	0.76

Atomic charges from the Mulliken analysis, expressed in e, are listed below: C -0.47; C -0.83; C 0.50; C -0.64; C -0.83; N -0.23; N -0.44; H 0.37; H 0.40; H 0.30; H 0.41; H 0.38; H 0.35; H 0.35; H 0.41; H 0.35; H 0.37; H 0.38; H 0.34; H 0.51


Pick model Q: it beats the second-best structure by 0.1710 hartree.